Molecular formula: C21H25Br2OSi
Method: DFT, wB97M-V/def2-TZVPD

The net charge is +1. Its HOMO energy is -10.94 eV. The value obtained for the HOMO-LUMO gap is 5.041 eV.

The geometry in XYZ format:
```
50
C21H25Br2OSi wB97M-V/def2-TZVPD
Br 5.8072 8.2817 -0.7049
Br 8.4759 -4.6097 -0.7550
Si -0.8003 -2.1932 1.3304
O -0.3837 -0.5466 1.1699
C 5.9743 0.3183 1.9456
C 6.2795 5.4777 -0.5242
C 6.5597 -0.8229 1.3067
C -0.6871 -2.9842 -0.3520
C 5.1472 6.4490 1.3946
C 5.0880 5.1941 1.9944
C 0.7249 0.0014 1.7682
C -2.5561 -2.1957 1.9660
C 7.7774 -1.8533 -0.5623
C 5.5204 2.7534 1.9751
C 7.0999 -3.2155 1.3328
C 6.5282 -2.0971 1.9332
C 6.0626 1.6017 1.4207
C 5.6116 4.0398 1.3522
C 1.9875 -0.3244 1.3818
C 0.3704 -2.9760 2.5600
C 7.7239 -3.0989 0.0786
C 6.2177 4.2222 0.0761
C 7.2034 -0.7357 0.0386
C 5.7389 6.5949 0.1279
C 0.4300 1.0314 2.8245
H 1.4101 -2.9777 2.2095
H -3.2541 -1.7409 1.2522
H -2.6593 -1.6626 2.9190
H 0.0498 -4.0154 2.7039
H -1.3845 -2.5318 -1.0679
H 6.6421 1.7194 0.5098
H 6.6398 3.3754 -0.4539
H 0.3464 -2.4751 3.5370
H 2.2010 -1.0395 0.5865
H -0.2550 0.6504 3.6027
H 8.2576 -1.7456 -1.5279
H -2.8634 -3.2370 2.1265
H 0.3200 -2.9301 -0.7820
H -0.9516 -4.0444 -0.2455
H 7.0649 -4.1798 1.8248
H 7.2531 0.2121 -0.4862
H 6.7452 5.5748 -1.4973
H 2.8180 0.1627 1.8880
H 6.0473 -2.1825 2.9050
H 5.0191 2.6850 2.9425
H 5.4940 0.1758 2.9158
H 1.3762 1.3262 3.2979
H 4.7360 7.3161 1.8974
H 4.6337 5.0787 2.9756
H -0.0419 1.9301 2.3938
```

---

Molecular formula: C21H25ClMnN10
Method: DFT, wB97M-V/def2-TZVPD

The net charge is -2. Its HOMO energy (alpha / beta) is -1.48 / -1.39 eV. The spin multiplicity is 2. The relative energy (zero: lowest compared OMol25 entry of this formula, charge and spin) is 104.3 kJ/mol. The value obtained for the HOMO-LUMO gap (alpha / beta) is 5.675 / 5.591 eV.

The geometry in XYZ format:
```
58
C21H25ClMnN10 wB97M-V/def2-TZVPD
Mn 0.0740 -0.4640 0.2440
Cl -0.3538 -7.9925 -0.0567
N -0.1119 0.9284 3.0824
N -0.0599 2.0971 3.6109
N 1.3255 2.8275 0.5619
N -2.1059 -0.6570 0.1046
N 1.3810 0.9283 -0.9321
N 2.0509 0.7166 -2.0749
N 2.7785 1.7379 -2.3483
N 0.4728 2.9723 2.7616
N 2.6402 2.6798 -1.4139
N 0.3871 0.9665 1.8345
C 0.6346 -5.7500 1.1184
C 1.0344 -4.4361 1.1128
C -3.7707 -2.4120 0.6004
C -6.0147 1.4008 -2.1608
C -2.8898 -1.2778 1.1661
C -1.8927 -1.9223 2.1437
C 0.4654 -4.2603 -1.2158
C -1.3062 2.1041 -3.7824
C -4.0775 0.3265 -1.0480
C -3.7013 -0.2405 1.9821
C -1.8444 0.6071 -1.8581
C 1.7726 2.1568 -0.5486
C 1.3659 -2.2633 -0.0579
C -2.7018 0.0519 -0.8689
C -4.5315 1.1554 -2.0563
C 0.1613 -6.3207 -0.0551
C 0.7408 2.2601 1.6668
C 0.0811 -5.5770 -1.2257
C -2.2818 1.4569 -2.8405
C -3.6438 1.7570 -2.9350
C 0.9562 -3.6206 -0.0474
H -0.4528 1.4586 -3.9725
H -1.7801 2.3587 -4.7314
H -4.4069 -2.8354 1.3763
H 1.4192 -3.9946 2.0224
H -2.4150 -2.5150 2.8978
H -3.1260 -3.1931 0.2060
H -4.8181 -0.0858 -0.3816
H -3.7589 -0.5447 3.0271
H -0.2737 -6.0397 -2.1375
H -6.2366 2.1942 -2.8732
H -6.5312 0.4926 -2.4785
H 0.6868 -6.3474 2.0212
H -0.7772 0.3396 -1.7986
H 1.6622 3.7707 0.6849
H -3.1796 0.7144 1.9348
H -1.3122 -1.1463 2.6492
H 0.3922 -3.6704 -2.1194
H -0.9153 3.0215 -3.3397
H 2.1109 -2.0250 0.7194
H -4.3987 -2.0586 -0.2108
H -6.4221 1.6806 -1.1891
H -3.9952 2.4553 -3.6864
H 1.6591 -1.9153 -1.0608
H -4.7150 -0.0987 1.6148
H -1.2122 -2.5781 1.5948
```

---

Molecular formula: C21H25IrN4O5
Method: DFT, wB97M-V/def2-TZVPD

The net charge is +1. Its HOMO energy (alpha / beta) is -11.03 / -10.98 eV. The spin multiplicity is 2. The relative energy (zero: lowest compared OMol25 entry of this formula, charge and spin) is 374.3 kJ/mol. The value obtained for the HOMO-LUMO gap (alpha / beta) is 5.843 / 6.019 eV.

The geometry in XYZ format:
```
56
C21H25IrN4O5 wB97M-V/def2-TZVPD
Ir -0.1518 -0.4935 -0.0568
O -0.7265 -2.7705 -0.0440
O 1.0845 -0.1132 1.7104
O -1.4352 -1.5784 1.5835
O -2.1951 -0.5446 -0.8139
O -2.1216 -3.6177 1.3699
N -0.8780 1.4681 0.4763
N 0.3513 0.8936 -2.0274
N -1.4563 -2.6995 0.9872
N 1.7047 -1.5231 -0.6084
C -3.1968 -0.2384 -0.0515
C 0.9018 0.1557 -3.1856
C 3.4275 -1.2000 4.2016
C -1.9786 1.5486 1.1496
C 1.2599 2.0029 -1.6302
C -4.4442 -0.8798 -0.2634
C 2.0412 -0.7994 2.2454
C -3.1295 0.7439 0.9854
C 4.2438 -2.0784 3.4747
C -5.4382 0.3252 1.5759
C 2.5912 -2.0382 0.1692
C 1.6541 -1.9433 -1.9949
C 2.8480 -1.7285 1.5281
C 0.0992 2.5446 0.5900
C 3.9392 -2.3448 2.1666
C -4.2620 0.9958 1.7789
C -0.9613 1.4243 -2.4510
C -5.5239 -0.6172 0.5398
C 1.3916 2.2331 -0.1349
C 2.3501 -0.5877 3.6131
C 2.0443 -0.7925 -2.9049
H -2.0793 2.3560 1.8786
H -6.2966 0.5305 2.1986
H 0.0828 -0.4157 -3.6254
H 0.9288 2.9236 -2.1200
H 4.5470 -3.0423 1.6022
H -0.8666 1.9180 -3.4225
H 2.9016 -0.2694 -2.4756
H -4.4889 -1.6110 -1.0592
H 2.2611 1.7790 -1.9982
H 2.3327 -2.7827 -2.1647
H 0.6399 -2.2863 -2.2179
H 0.3265 2.7425 1.6412
H 1.8503 1.3561 0.3198
H 2.3658 -1.2030 -3.8630
H -0.3462 3.4528 0.1703
H 2.0734 3.0713 0.0188
H -4.1938 1.7380 2.5655
H 3.2536 -2.7998 -0.2478
H -6.4542 -1.1413 0.3680
H 1.7050 0.0800 4.1675
H -1.3370 2.1385 -1.7261
H 3.6419 -1.0048 5.2438
H 1.2371 0.8861 -3.9308
H 5.0929 -2.5483 3.9490
H -1.6777 0.6123 -2.5373
```

---

Molecular formula: C21H25N3O2
Method: DFT, wB97M-V/def2-TZVPD

Its HOMO energy is -8.47 eV. The SMILES is Cc1ccccc1C(=O)NC1CCN(CC(=O)Nc2ccccc2)CC1. The relative energy (zero: lowest compared OMol25 entry of this formula, charge and spin) is 84.0 kJ/mol. The value obtained for the HOMO-LUMO gap is 9.055 eV.

The geometry in XYZ format:
```
51
C21H25N3O2 wB97M-V/def2-TZVPD
O 2.9814 1.4987 -1.4712
O -2.3822 0.5252 1.8929
N -3.5249 -0.0643 0.0113
N -2.2661 3.0020 -0.1515
N 1.4252 0.8731 0.0388
C 4.7477 -2.7732 0.5715
C -2.5964 -2.1620 0.8824
C 0.4621 1.9053 -0.2792
C 2.6027 0.7272 -0.6106
C -3.0233 0.8299 0.9088
C -3.3547 -1.4538 -0.0443
C 2.7281 -1.7101 -0.1393
C -0.6762 1.3294 -1.1300
C 4.7279 -0.3902 0.1666
C -0.0985 2.5198 1.0021
C -3.9654 -2.1367 -1.0947
C -2.4569 -3.5320 0.7505
C -1.1927 3.5372 0.6597
C 5.4399 0.9258 0.1546
C 5.3939 -1.5502 0.5407
C -1.7550 2.3958 -1.3624
C -3.0648 -4.2089 -0.2925
C -3.3236 2.2877 0.5362
C 3.4102 -2.8562 0.2264
C 3.3736 -0.4781 -0.1693
C -3.8215 -3.5050 -1.2147
H 2.8999 -3.8078 0.2403
H -1.8659 -4.0734 1.4741
H 6.4394 -1.4927 0.8084
H 1.1496 0.1890 0.7265
H -1.6194 3.9497 1.5756
H -2.5899 1.9758 -1.9291
H -4.3010 -4.0224 -2.0323
H 6.5131 0.7860 0.2568
H -1.3183 3.2040 -1.9598
H -4.2167 2.3304 -0.0992
H -3.5350 2.8272 1.4623
H -2.9516 -5.2781 -0.3874
H -4.5542 -1.5889 -1.8181
H -0.5190 1.7332 1.6308
H 5.0904 1.5493 0.9780
H 5.2302 1.4563 -0.7709
H -1.0946 0.4626 -0.6153
H -0.7489 4.3608 0.0887
H 1.6879 -1.7761 -0.4284
H 5.2893 -3.6619 0.8607
H -0.2813 0.9932 -2.0903
H -4.0686 0.3135 -0.7529
H 1.0025 2.6611 -0.8603
H 0.6992 3.0140 1.5585
H -2.1276 -1.6408 1.7000
```

---

Molecular formula: C21H25N3O5PrS5Sb
Method: DFT, wB97M-V/def2-TZVPD

The net charge is -2. Its HOMO energy (alpha / beta) is -0.86 / -0.87 eV. The spin multiplicity is 3. The relative energy (zero: lowest compared OMol25 entry of this formula, charge and spin) is 0.0 kJ/mol. The value obtained for the HOMO-LUMO gap (alpha / beta) is 4.078 / 4.080 eV.

The geometry in XYZ format:
```
61
C21H25N3O5PrS5Sb wB97M-V/def2-TZVPD
Pr 11.6156 10.0929 9.9116
Sb 11.0733 7.4892 12.7452
S 12.1769 6.7460 14.6192
S 12.3536 7.3590 10.7607
S 8.8682 6.5871 12.5193
S 12.8187 9.6295 6.2874
S 11.0994 9.8677 12.9431
O 7.6715 9.6687 9.5536
O 13.9101 10.7212 9.9960
O 10.0314 11.4793 9.0888
O 9.7349 8.6404 9.4196
O 12.3041 9.3278 7.6871
N 6.5661 7.4916 10.1297
N 13.6320 12.8174 10.8563
N 12.3519 12.6293 10.3658
C 7.7528 7.3209 9.3688
C 16.3746 12.9705 11.4788
C 18.3827 11.6706 12.0580
C 14.3687 11.8054 10.5287
C 17.6461 12.8563 12.1348
C 9.0431 12.9307 7.4633
C 15.4277 6.5271 6.7587
C 12.0789 15.0138 10.7215
C 15.6696 6.1142 5.4539
C 11.6273 13.7735 10.0930
C 10.5335 13.8009 9.2350
C 15.0095 6.7718 4.4224
C 15.8327 11.8495 10.8496
C 16.6749 10.7324 10.5844
C 11.3814 9.0089 5.3297
C 8.4910 8.6267 9.4365
C 14.1793 7.8941 4.7064
C 14.7165 7.7348 7.0600
C 14.0170 8.3746 6.0014
C 9.9270 12.6663 8.6445
C 17.8695 10.6528 11.2754
H 8.7625 12.0809 6.7959
H 19.3861 11.5391 12.4852
H 14.5911 8.0145 8.1172
H 10.2139 14.7304 8.7517
H 7.7222 7.0156 8.2862
H 14.9722 6.3660 3.4262
H 11.3915 15.8290 10.5572
H 16.3654 5.2983 5.3254
H 8.4035 6.5328 9.8299
H 9.5564 13.6133 6.7546
H 18.0009 13.6752 12.8097
H 16.3525 9.8209 10.0399
H 8.1208 13.4069 7.8537
H 11.5666 7.9757 5.0553
H 13.0950 15.3000 10.3377
H 15.8129 13.9432 11.5683
H 6.7609 7.3701 11.1145
H 18.4962 9.7272 11.2380
H 13.5449 8.3034 3.8823
H 12.2778 14.9367 11.7678
H 5.8259 6.8264 9.9141
H 11.2915 9.6287 4.4585
H 6.8025 9.1599 9.7299
H 10.5378 9.2316 6.0107
H 15.8929 5.9955 7.5527
```

---

Molecular formula: C21H25N5O2
Method: DFT, wB97M-V/def2-TZVPD

Its HOMO energy is -7.31 eV. The SMILES is COc1ccccc1-c1c(C)nn2c(N3CCC(C(N)=O)CC3)cc(C)nc12. The relative energy (zero: lowest compared OMol25 entry of this formula, charge and spin) is 160.3 kJ/mol. The value obtained for the HOMO-LUMO gap is 7.898 eV.

The geometry in XYZ format:
```
53
C21H25N5O2 wB97M-V/def2-TZVPD
O 6.5474 1.5866 0.4170
O -3.8119 -0.9217 1.0288
N 6.6573 0.7067 -1.6444
N -1.5859 -1.6065 -0.5996
N 0.2059 1.1627 0.6136
N 0.0906 -0.1226 0.2529
N 2.3411 -0.8067 0.5788
C -1.9340 0.7753 -0.0066
C -1.2178 3.1407 0.7915
C 0.6529 -2.3303 -0.2201
C -5.1327 2.2404 -1.3065
C 1.0631 -1.0793 0.2251
C -5.6439 0.2522 -0.0601
C -4.2992 0.0696 0.2327
C -1.2182 -0.4147 -0.1427
C -4.6794 -1.9472 1.4330
C 4.7608 -1.0447 0.2539
C -1.0953 -3.8959 -1.1199
C 3.3980 -1.7406 0.2452
C -6.0551 1.3314 -0.8270
C -3.3523 0.9785 -0.2751
C -0.6731 -2.5462 -0.6288
C 4.6306 0.3488 -0.3719
C 2.7717 0.3440 1.3420
C 3.7175 1.2133 0.5083
C -3.7883 2.0572 -1.0304
C 6.0237 0.9624 -0.4760
C -0.9952 1.7085 0.4586
H 3.2773 -0.0159 2.2450
H 5.1432 -0.9394 1.2693
H 4.2044 0.2420 -1.3744
H -5.4542 3.0835 -1.8997
H -0.5309 3.4470 1.5766
H -2.1443 -3.8637 -1.3973
H -5.4617 -1.5775 2.1066
H -0.5019 -4.1895 -1.9843
H 6.2143 0.2262 -2.4063
H 3.1329 1.8886 -0.1164
H -1.0336 3.7663 -0.0820
H -2.2445 3.2938 1.1153
H -7.1063 1.4568 -1.0425
H 3.2070 -2.1347 -0.7587
H -5.1440 -2.4429 0.5746
H 5.4718 -1.6555 -0.3056
H -3.0579 2.7486 -1.4235
H 7.5858 1.0710 -1.7806
H 1.3427 -3.1555 -0.2391
H -0.9514 -4.6426 -0.3405
H -4.0578 -2.6645 1.9672
H 3.4105 -2.5859 0.9485
H 4.3387 1.8130 1.1754
H -6.3862 -0.4371 0.3118
H 1.9001 0.9279 1.6305
```

---

Please write out number 6 again, unchanged.
Molecular formula: C21H25N5O2
Method: DFT, wB97M-V/def2-TZVPD

Its HOMO energy is -7.31 eV. The SMILES is COc1ccccc1-c1c(C)nn2c(N3CCC(C(N)=O)CC3)cc(C)nc12. The relative energy (zero: lowest compared OMol25 entry of this formula, charge and spin) is 160.3 kJ/mol. The value obtained for the HOMO-LUMO gap is 7.898 eV.

The geometry in XYZ format:
```
53
C21H25N5O2 wB97M-V/def2-TZVPD
O 6.5474 1.5866 0.4170
O -3.8119 -0.9217 1.0288
N 6.6573 0.7067 -1.6444
N -1.5859 -1.6065 -0.5996
N 0.2059 1.1627 0.6136
N 0.0906 -0.1226 0.2529
N 2.3411 -0.8067 0.5788
C -1.9340 0.7753 -0.0066
C -1.2178 3.1407 0.7915
C 0.6529 -2.3303 -0.2201
C -5.1327 2.2404 -1.3065
C 1.0631 -1.0793 0.2251
C -5.6439 0.2522 -0.0601
C -4.2992 0.0696 0.2327
C -1.2182 -0.4147 -0.1427
C -4.6794 -1.9472 1.4330
C 4.7608 -1.0447 0.2539
C -1.0953 -3.8959 -1.1199
C 3.3980 -1.7406 0.2452
C -6.0551 1.3314 -0.8270
C -3.3523 0.9785 -0.2751
C -0.6731 -2.5462 -0.6288
C 4.6306 0.3488 -0.3719
C 2.7717 0.3440 1.3420
C 3.7175 1.2133 0.5083
C -3.7883 2.0572 -1.0304
C 6.0237 0.9624 -0.4760
C -0.9952 1.7085 0.4586
H 3.2773 -0.0159 2.2450
H 5.1432 -0.9394 1.2693
H 4.2044 0.2420 -1.3744
H -5.4542 3.0835 -1.8997
H -0.5309 3.4470 1.5766
H -2.1443 -3.8637 -1.3973
H -5.4617 -1.5775 2.1066
H -0.5019 -4.1895 -1.9843
H 6.2143 0.2262 -2.4063
H 3.1329 1.8886 -0.1164
H -1.0336 3.7663 -0.0820
H -2.2445 3.2938 1.1153
H -7.1063 1.4568 -1.0425
H 3.2070 -2.1347 -0.7587
H -5.1440 -2.4429 0.5746
H 5.4718 -1.6555 -0.3056
H -3.0579 2.7486 -1.4235
H 7.5858 1.0710 -1.7806
H 1.3427 -3.1555 -0.2391
H -0.9514 -4.6426 -0.3405
H -4.0578 -2.6645 1.9672
H 3.4105 -2.5859 0.9485
H 4.3387 1.8130 1.1754
H -6.3862 -0.4371 0.3118
H 1.9001 0.9279 1.6305
```